The following is a quantum chemistry calculation of C33H65N9O3P2SV as an isolated structure, from the OMol25 dataset.

XYZ file:
```
114
C33H65N9O3P2SV | the OMol25 dataset | ωB97M-V with the def2-TZVPD basis set
H 0.440 -1.513 -2.599
H 2.499 0.258 5.658
H 0.107 2.374 1.299
C -1.090 0.299 -5.955
C 2.376 -3.153 5.245
H 3.426 -2.344 0.182
H -5.584 -4.139 -2.646
N -1.647 -1.683 3.329
N 0.037 -0.610 1.534
H 0.495 -5.897 1.970
H -3.110 -3.390 5.884
H 4.996 1.839 -3.032
H 3.723 -1.709 6.125
H -4.778 -1.170 1.647
H 5.033 0.805 0.893
H -4.033 -0.557 3.542
C -3.601 -1.297 5.540
C 0.867 -3.923 1.227
H -2.619 -5.050 -0.052
P -0.217 -1.825 2.506
O 1.183 0.343 -1.055
C -2.668 -2.509 5.417
C -2.117 -0.181 -6.757
H -2.056 -0.077 -7.833
N 1.066 -1.981 3.544
C 1.033 -3.065 4.539
H -4.162 -1.390 -4.342
H 1.336 1.940 -2.815
H 2.234 1.539 -4.289
P 2.549 -0.154 -1.454
H 4.141 1.765 -0.294
H 1.115 -3.433 0.271
C -3.381 -0.313 4.383
H 1.511 0.056 3.408
C -3.222 -0.792 -6.181
H -1.730 -2.314 5.943
N -4.841 -1.693 -0.359
C -3.305 -0.920 -4.804
H -3.427 -0.799 6.496
H 0.720 2.225 -0.104
N -3.481 -0.981 -2.007
C 1.969 -0.661 5.407
H 0.245 -2.894 5.282
H 2.931 -0.976 3.515
H 1.563 -5.846 0.571
H -0.728 -6.731 -0.017
H -4.525 -3.695 1.473
H 1.530 -1.847 -3.959
C -3.767 -0.969 -0.693
C -5.398 -1.770 0.990
C 3.691 -2.393 -2.441
C 1.331 -2.054 -2.902
C 3.514 -1.397 0.707
H -4.643 -1.623 5.548
C 0.657 -5.413 1.001
H -0.373 0.531 -3.942
H -1.257 -2.998 -0.091
H -6.602 -2.568 -0.986
H 3.155 -3.300 4.491
C 4.531 0.852 -2.989
C -1.946 -0.354 3.886
H -6.390 -1.311 0.967
S -2.948 -0.038 0.521
C -4.975 -3.683 -1.865
H -5.841 -3.188 2.540
H 0.796 -4.003 4.033
H -1.262 -0.109 4.712
H -2.083 -5.411 1.589
C -2.343 -0.588 -2.516
H -0.233 0.783 -6.405
H 4.544 0.427 -3.997
H -3.982 -3.497 -2.273
N 2.470 -1.684 -2.061
H 2.286 -1.997 7.079
H -0.326 -5.272 -0.907
C -2.275 -0.446 -3.996
C -1.488 -3.481 0.876
O -1.261 -0.350 -1.881
V -0.589 -0.015 -0.066
H 4.533 -2.079 -1.830
C 4.059 0.955 0.427
H -2.351 -2.959 1.288
H 4.411 -1.429 1.327
H -4.891 -4.396 -1.044
H 2.636 -1.268 1.345
C -5.613 -2.381 -1.405
H 1.698 -3.746 1.910
H 2.773 2.876 -3.261
H -4.021 -1.167 -6.806
H -1.790 0.390 3.105
N 3.171 0.978 -2.476
H 3.940 -2.224 -3.494
C 2.647 -1.876 6.056
H -5.727 -1.699 -2.245
N 3.654 -0.284 -0.240
H 0.947 -0.546 5.782
H 5.129 0.224 -2.333
C -0.544 -5.662 0.094
C -1.780 -4.955 0.642
C 2.329 1.878 -3.252
H 3.536 -3.465 -2.299
C -5.496 -3.199 1.506
H -1.752 -3.710 3.860
H -3.294 -2.996 3.420
H 3.342 1.239 1.205
H 1.148 -3.125 -2.794
H 2.393 -4.032 5.888
H -6.203 -3.796 0.930
H -3.632 0.705 4.684
C 1.914 -0.830 3.896
C -1.166 0.162 -4.579
N -0.349 -3.326 1.790
O -0.123 2.326 0.363
C -2.355 -2.809 3.956
```

Calculated values
LUMO (alpha / beta) (eV): -2.167 / -2.142
Spin multiplicity: 3
Net charge: +1
Kohn-Sham gap (alpha / beta) (eV): 7.98 / 8.52
Energy relative to the best compared isomer or geometry (same formula, charge and spin) (kcal per mole): 2.37
HOMO energy (alpha / beta) (eV): -10.15 / -10.66

The following is a quantum chemistry calculation of a 3-piece molecular cluster, C33H66BF7N10O6P3S overall in a non-equilibrium geometry, from the OMol25 dataset.

XYZ file:
```
127
C33H66BF7N10O6P3S | the OMol25 dataset | ωB97M-V with the def2-TZVPD basis set
H -0.869 7.118 7.102
H 3.584 -2.246 -2.607
C 1.441 2.342 5.136
C -1.615 1.121 4.406
C -4.122 7.304 6.198
H 0.845 4.206 0.636
C -0.234 -0.813 4.155
F 1.098 -6.896 -2.775
C 4.670 -3.417 -4.274
H -1.212 -1.290 4.266
H 0.601 3.036 5.131
H -3.430 11.396 4.900
H 5.332 -2.475 -4.419
H -0.815 3.859 3.672
H -2.790 -5.940 -4.698
H -5.457 -0.619 -1.541
C -2.935 -1.032 -4.883
C -2.790 10.561 5.206
C 5.306 -4.170 -0.789
H -2.700 -5.245 -1.895
H 4.694 -5.982 -5.856
H 4.281 -3.756 -1.082
O 6.310 -4.138 -1.841
H -0.400 8.800 7.437
H -0.232 0.782 -3.658
H -3.454 -2.366 -1.508
H 1.227 1.543 5.855
O -0.424 0.676 1.554
B 0.477 -1.048 -2.914
C -0.042 -2.550 -3.270
H -1.182 10.494 2.977
H 0.354 -1.019 5.056
H 3.283 0.797 2.816
C -2.581 -1.946 -3.634
H -5.517 6.636 4.063
O 1.051 -0.634 -1.659
H -1.867 0.687 5.380
C 0.928 -6.690 -5.203
C 0.803 -3.836 -3.315
H 5.700 -3.470 0.049
H -2.417 0.884 3.700
F -0.962 -7.260 -3.687
F 2.258 -7.183 -4.941
C 6.918 -6.116 -5.181
H -2.071 8.398 7.337
F 0.250 -9.120 -5.503
H 2.817 0.087 4.373
H 4.358 -3.739 -5.330
H 5.108 -5.548 1.055
H 3.791 1.577 4.307
H 0.373 -0.760 -0.953
H -4.564 -7.031 -3.675
F 0.999 -7.942 -7.297
P 5.710 -4.678 -3.336
H -0.101 -0.457 -4.833
H -4.184 6.709 2.922
N -1.066 8.458 5.474
H -4.133 5.537 4.246
C 5.753 -5.934 -6.292
C -4.158 -6.761 -2.640
H 0.467 8.106 4.039
H -4.054 8.214 6.795
C 5.088 -5.612 -0.103
H 1.030 8.080 5.700
N 0.327 -0.015 -4.005
H -2.313 -1.074 -5.850
H -5.255 -6.316 -0.223
H 5.768 -6.428 -0.523
H 2.462 -4.438 -1.961
H -2.345 9.514 2.065
N 1.742 1.834 3.813
C -1.404 -4.312 -3.797
H 5.906 -4.871 -6.732
H -5.168 6.997 6.289
N 0.337 2.874 2.208
H -1.615 2.193 4.584
N -3.758 7.556 4.814
C 0.612 3.149 0.793
S -5.635 -6.819 -1.462
H -2.827 11.098 2.655
H 0.601 9.622 4.933
N -5.050 0.074 -3.607
C -4.430 6.555 3.977
H 2.294 2.911 5.520
H 7.901 -6.223 -5.790
H -3.526 -4.232 -4.735
H 2.632 -5.038 -3.693
C -2.838 -4.924 -4.143
H 5.917 -6.653 -7.176
N -2.711 9.583 4.139
C 0.213 -7.815 -6.096
H 2.750 -2.264 -4.250
C 0.323 8.567 5.021
H 6.830 -7.117 -4.602
F 1.137 -5.466 -5.938
H -0.821 4.644 2.138
P -2.157 7.886 4.294
C -1.107 8.165 6.893
H 0.264 -1.310 3.317
O -1.673 6.424 4.362
H -3.413 -7.562 -2.271
C -4.176 -0.123 -4.713
H 1.484 2.580 0.453
C -3.539 -5.278 -2.699
H -4.434 0.506 -5.651
N -0.328 0.634 3.949
O 7.110 -4.960 -4.319
C -4.779 -0.723 -2.457
F -1.095 -7.457 -6.544
H -1.811 10.975 5.470
C 3.342 -2.928 -3.514
H 3.998 -5.928 -0.354
H -1.764 3.161 2.329
C 2.354 -4.110 -3.051
H -0.235 2.879 0.155
C 2.966 1.033 3.838
N -1.443 -2.879 -3.590
H -3.248 10.153 6.107
P 0.556 1.223 2.616
C 0.174 -6.414 -3.772
N -0.116 -4.975 -3.642
O 4.939 -6.027 -3.230
C -3.600 -1.725 -2.457
H -4.289 -4.464 -2.383
C -2.238 10.210 2.904
C -0.824 3.655 2.602
H -3.504 6.519 6.649
```

Calculated values
LUMO (eV): -3.808
Net charge: +1
Kohn-Sham gap (eV): 4.91
HOMO energy (eV): -8.72